1.
{"formula": "C12H10CoN3OS3Sb", "method": "the ωB97M-V functional and the def2-TZVPD basis", "elements": ["Co", "O", "C", "N", "C", "C", "C", "C", "C", "C", "N", "C", "C", "C", "C", "C", "N", "H", "H", "H", "H", "H", "H", "H", "H", "H", "H", "S", "Sb", "S", "S"], "positions_angstrom": [[-0.747779, -0.137959, -0.153387], [2.297863, 2.539117, -0.517291], [1.223908, 1.966874, -0.371431], [0.952406, 0.693610, -0.684457], [2.051119, -0.136651, -1.107940], [1.655536, -1.571433, -0.962572], [2.415724, -2.599091, -1.510598], [2.020543, -3.910146, -1.325920], [0.857809, -4.157331, -0.610637], [0.149802, -3.084452, -0.110056], [0.525179, -1.816091, -0.283049], [0.023384, 2.642539, 0.227505], [-0.030781, 4.018324, 0.402421], [-1.151252, 4.569530, 1.000645], [-2.167394, 3.723551, 1.416722], [-2.025084, 2.362814, 1.220354], [-0.958060, 1.828118, 0.638650], [2.941535, 0.078366, -0.494897], [2.336938, 0.080103, -2.146895], [3.309159, -2.362199, -2.068575], [2.611824, -4.720484, -1.723683], [0.518128, -5.163125, -0.433538], [-0.758689, -3.244035, 0.460678], [0.803242, 4.617750, 0.067329], [-1.233184, 5.634379, 1.154009], [-3.056114, 4.099791, 1.894890], [-2.796283, 1.684894, 1.558272], [-2.778078, -2.830292, 3.588039], [-3.531581, -3.177272, 1.426531], [-2.560266, -0.870523, -1.262098], [-2.899554, -0.758674, 0.710980]], "forces_ev_per_angstrom": [[1.78, 0.82, 0.00], [-0.04, 0.40, 0.14], [0.23, -0.79, -0.52], [0.03, 0.00, 0.09], [0.03, 0.66, 0.03], [-0.04, -0.04, -0.07], [-0.04, -0.07, 0.14], [-0.05, 0.26, 0.05], [0.08, 0.05, 0.09], [-0.12, -0.39, 0.09], [0.09, -0.33, -0.09], [0.00, 0.35, 0.31], [0.03, -0.17, -0.05], [-0.02, -0.19, 0.00], [0.10, 0.03, 0.00], [-0.22, 0.26, 0.20], [-0.31, 0.18, -0.06], [-0.07, -0.13, -0.15], [0.04, -0.13, 0.09], [0.07, 0.07, -0.02], [0.02, -0.09, -0.07], [-0.11, -0.12, 0.04], [0.03, 0.04, -0.05], [0.04, -0.04, -0.01], [0.02, 0.12, -0.02], [-0.10, 0.07, 0.06], [0.01, -0.05, -0.04], [-0.23, -0.07, -1.06], [0.06, -0.07, 1.04], [-0.83, -0.22, -0.39], [-0.50, -0.39, 0.23]], "e_above_lowest_kj_mol": 25.7, "charge": 0, "multiplicity": 6, "e_lumo_ha": [-0.0051, -0.1121], "orbital_gap_ha": [0.2523, 0.1823], "s_squared": 8.796}


2.
{"formula": "H16O8", "method": "the ωB97M-V functional and the def2-TZVPD basis", "elements": ["O", "H", "H", "O", "H", "H", "O", "H", "H", "O", "H", "H", "O", "H", "H", "O", "H", "H", "O", "H", "H", "O", "H", "H"], "positions_angstrom": [[1.047886, -2.077817, 1.589792], [0.364352, -1.787975, 0.976935], [0.961088, -1.652825, 2.437128], [1.767286, 2.350826, 0.724117], [2.166073, 2.667176, -0.107039], [2.312545, 1.529483, 0.788072], [-0.643826, -2.261217, -1.216211], [-1.234289, -2.061778, -1.950107], [-1.174982, -1.850605, -0.517127], [-0.256061, 1.427078, 2.039538], [-0.212058, 1.979794, 2.842254], [0.485430, 1.835555, 1.554705], [-1.988052, -0.252266, 0.936688], [-1.368101, 0.346397, 1.323123], [-2.209791, 0.083120, 0.066102], [2.664960, -0.259758, 0.306902], [3.393890, -0.811948, 0.016343], [2.212729, -0.892480, 0.954979], [-2.802176, -0.190712, -2.419610], [-3.551916, 0.343696, -2.820612], [-1.962846, 0.353197, -2.561038], [-0.164851, 0.670438, -1.805555], [0.121619, -0.110240, -2.240182], [0.071087, 0.622870, -0.919194]], "forces_ev_per_angstrom": [[0.86, -0.41, -0.49], [-0.33, 0.12, 0.34], [-0.67, 0.33, 0.35], [1.72, -0.46, -0.90], [-0.74, 0.41, 0.32], [-0.47, 0.06, 0.29], [-0.36, 0.34, 0.14], [0.01, -0.22, -0.44], [0.10, -0.05, 0.40], [0.52, 0.83, 1.17], [-0.57, -0.61, -0.23], [-0.18, -0.14, -0.64], [-0.79, -1.61, -0.73], [0.76, 1.08, 0.60], [-0.18, 0.21, -0.22], [-0.49, -0.93, 1.15], [0.29, 0.16, -0.28], [0.27, 0.80, -1.00], [0.06, 1.76, -0.95], [1.51, -1.00, 0.73], [-1.53, -0.75, 0.48], [-1.27, 1.70, -2.39], [0.67, -1.25, -0.15], [0.82, -0.37, 2.47]], "e_above_lowest_kj_mol": 160.7, "charge": 0, "e_lumo_ha": 0.0140, "orbital_gap_ha": 0.4212, "smiles": "O.O.O.O.O.O.O.O"}


3.
{"formula": "C5H6NO4P", "method": "the ωB97M-V functional and the def2-TZVPD basis", "elements": ["C", "C", "C", "C", "C", "N", "O", "O", "O", "O", "P", "H", "H", "H", "H", "H", "H"], "positions_angstrom": [[0.202040, 2.039122, 0.266668], [0.949644, 2.205699, -0.879923], [-0.765065, 1.024224, -0.103646], [-0.573096, 0.613210, -1.378336], [0.274560, -1.768219, -0.328673], [-1.829261, 0.518977, 0.744811], [-1.471845, -3.791146, 0.461405], [0.837385, -3.169997, -0.451154], [0.499272, -3.242744, 2.090883], [0.545421, 1.310308, -1.825645], [-0.165230, -3.087821, 0.782166], [0.269681, 2.735533, 1.136843], [2.023533, 2.517646, -1.068811], [-0.300908, -1.587526, -1.245522], [1.054767, -1.109367, -0.003354], [-1.419487, 0.240567, 1.642535], [-1.956945, -0.303029, 0.193989]], "forces_ev_per_angstrom": [[-0.11, 0.70, -0.51], [1.90, -0.51, 0.06], [0.26, 1.86, 1.75], [-0.46, -0.05, -1.19], [-0.43, -1.37, -0.01], [0.83, 0.83, -0.09], [0.69, 0.53, 0.69], [1.27, -0.74, -0.56], [0.28, 0.21, 1.12], [-0.05, 0.56, -0.07], [-1.96, -0.84, -1.42], [-0.06, -1.01, -0.59], [-1.53, 0.20, 0.50], [0.37, 0.50, 0.85], [0.18, 0.65, -0.31], [-0.17, -0.18, -0.50], [-1.03, -1.32, 0.26]], "e_above_lowest_kj_mol": 223.6, "charge": -2, "e_lumo_ha": 0.2344, "orbital_gap_ha": 0.2361}


4.
{"formula": "C4H6N2O2", "method": "the ωB97M-V functional and the def2-TZVPD basis", "elements": ["N", "C", "O", "N", "C", "C", "C", "O", "H", "H", "H", "H", "H", "H"], "positions_angstrom": [[2.126868, 1.377192, -0.081454], [1.636588, 0.066698, 0.022441], [2.221341, -0.951325, 0.256612], [0.234579, 0.083682, -0.280879], [-0.461397, -0.976373, -0.701640], [-0.941221, -0.435902, 0.541539], [-2.228114, 0.452885, 0.646534], [-2.940115, 0.413268, -0.537223], [3.197024, 1.178712, -0.199263], [1.532318, 1.937429, -0.890001], [0.041242, -2.063425, -0.644615], [-1.240842, -0.692764, -1.424924], [-0.629628, -1.195052, 1.401941], [-2.548643, 0.804973, 1.890938]], "forces_ev_per_angstrom": [[0.89, -0.86, -2.40], [-1.80, 0.78, -0.12], [0.82, 0.04, 0.24], [0.39, 3.53, 1.42], [-1.87, -5.06, -2.64], [1.40, -0.35, 3.69], [-2.85, -2.31, -4.56], [3.79, 1.40, 8.25], [-2.47, 1.51, -0.08], [2.49, -1.92, 2.81], [-1.31, 2.45, -0.37], [0.88, -0.96, -0.78], [-0.87, 2.36, -1.22], [0.51, -0.60, -4.24]], "e_above_lowest_kj_mol": 513.2, "charge": 0, "e_lumo_ha": -0.0203, "orbital_gap_ha": 0.3320, "smiles": "NC(=O)N1C[C@@H]1C=O"}


5.
{"formula": "C5H8O", "method": "the ωB97M-V functional and the def2-TZVPD basis", "elements": ["C", "C", "C", "C", "O", "C", "H", "H", "H", "H", "H", "H", "H", "H"], "positions_angstrom": [[-2.083396, 0.633687, -0.051586], [-2.705704, -0.434159, 0.436275], [1.927573, 0.701877, -0.728443], [1.576413, -0.791170, -0.725320], [1.656295, -0.791211, 0.770954], [1.800904, 0.529379, 0.620781], [-2.095195, 0.870774, -1.112673], [-1.544018, 1.325123, 0.591707], [-2.701017, -0.663779, 1.499179], [-3.256436, -1.118855, -0.204626], [0.508535, -0.996191, -0.893557], [2.177213, -1.539279, -1.239444], [1.741727, 1.248445, 1.420769], [2.997103, 1.025355, -0.384020]], "forces_ev_per_angstrom": [[-0.08, -0.12, 0.06], [0.07, 0.14, -0.06], [0.64, 0.02, 0.71], [0.20, -0.21, -0.41], [-0.74, 0.00, 0.38], [-0.79, -0.08, 0.68], [0.01, -0.06, 0.15], [-0.07, -0.12, -0.09], [0.03, 0.05, -0.16], [0.10, 0.11, 0.07], [0.40, 0.35, -0.38], [0.25, -0.02, 0.36], [0.44, -0.17, 0.63], [-0.45, 0.12, -1.94]], "e_above_lowest_kj_mol": 526.7, "charge": 0, "e_lumo_ha": 0.0369, "orbital_gap_ha": 0.3585}